(1)
This record from OMol25 describes a 11-piece molecular cluster, C7H33NO10 overall. The level of theory is wB97M-V/def2-TZVPD.

Geometry (Å):
C  -2.32574  2.87440  -0.79746
C  -1.26711  2.94579  -0.01019
C  -1.17715  2.10303  1.24751
C  -1.83411  2.52379  2.29614
C  -0.46331  0.83012  0.95740
C  0.43600  0.27382  2.09615
C  1.03715  1.31756  3.01297
N  1.49120  -0.60607  1.55586
H  -3.24761  2.28545  -0.77177
H  -2.50413  3.42735  -1.68156
H  -0.36517  3.52967  -0.22536
H  -1.96777  2.19855  3.30379
H  -2.40146  3.43013  2.14159
H  0.14490  0.99020  0.01094
H  -1.10345  -0.01739  0.65891
H  -0.25796  -0.28966  2.73177
H  1.53235  2.27639  2.71672
H  1.86163  0.91165  3.61096
H  0.20117  1.64122  3.60960
H  2.41213  -0.35421  1.65235
H  1.25612  -0.96680  0.65017
O  -0.60953  -2.77581  -1.01512
H  -1.39464  -2.47892  -0.58541
H  -0.69036  -3.73220  -0.83592
O  0.59498  -3.13775  2.35766
H  0.84907  -3.26347  1.44876
H  1.38406  -2.56447  2.61949
O  -1.99945  -2.26162  2.42757
H  -2.02241  -1.89246  3.29262
H  -1.11293  -2.61547  2.25310
O  -2.92970  -1.31370  0.12971
H  -3.58553  -1.99520  0.10529
H  -2.79377  -1.47694  1.07983
O  1.70209  1.01697  -2.21398
H  0.96662  0.57552  -2.57373
H  1.45885  1.91469  -2.03222
O  3.69521  -0.69503  -2.71434
H  3.05321  -1.16285  -3.19720
H  3.33260  0.07857  -2.29876
O  -2.13385  0.13203  -3.76856
H  -1.17696  0.05345  -3.45517
H  -2.66871  0.18606  -2.96136
O  0.02373  -1.23795  -3.39632
H  -0.38523  -1.68084  -4.11778
H  -0.23722  -1.56705  -2.53602
O  2.25875  -2.79079  -1.25686
H  2.02355  -2.12496  -1.97313
H  3.19599  -2.99296  -1.42868
O  2.39224  3.16221  -0.75357
H  2.17706  2.42602  -0.14865
H  3.17459  2.88993  -1.21773

Frontier orbital gap, hartree: 0.3412
SMILES: C=CC(=C)C[C@H](C)N.O.O.O.O.O.O.O.O.O.O
HOMO level, eV: -9.1

(2)
This record from OMol25 describes a 11-piece molecular cluster, C7H33NO10 overall. The level of theory is wB97M-V/def2-TZVPD.

Geometry (Å):
C  -2.42954  -2.27772  1.07417
C  -0.93390  -1.96124  1.01402
C  -0.58662  -0.74053  0.58248
C  0.68903  -0.28746  0.02220
C  1.00084  1.00543  -0.04930
C  2.13556  1.49580  -0.91093
C  1.77295  1.61263  -2.40821
N  0.52861  2.31444  -2.70539
H  -2.54432  -3.17546  1.67021
H  -2.89545  -2.40855  0.09798
H  -2.97559  -1.45155  1.54086
H  -0.36008  -2.83710  1.26851
H  -1.38759  -0.01505  0.65043
H  1.31149  -1.07656  -0.37396
H  0.35397  1.81418  0.27463
H  2.92731  0.73850  -0.95574
H  2.58127  2.37008  -0.44226
H  1.65108  0.61425  -2.81703
H  2.61079  2.13609  -2.86058
H  -0.23844  1.80991  -2.27873
H  0.42318  3.27026  -2.36782
O  0.63435  -3.50354  -1.21316
H  0.93053  -4.17863  -1.82628
H  1.19371  -3.26926  -0.45856
O  -0.33633  1.79335  3.46137
H  -0.42893  2.25960  2.61527
H  0.38694  2.31270  3.83619
O  4.00222  -1.66159  -0.51206
H  3.68058  -2.04668  0.32712
H  4.93353  -1.44331  -0.51428
O  -3.37936  0.92728  1.75270
H  -3.85081  1.47158  2.40362
H  -2.48742  0.97608  2.12928
O  -2.34371  2.42259  -0.44961
H  -2.47197  1.98305  -1.30168
H  -2.91052  2.01931  0.22616
O  1.67843  -0.53691  2.80634
H  0.71787  -0.44922  2.85073
H  1.97107  0.19208  2.24617
O  2.30386  -2.66862  1.30015
H  2.38878  -3.30140  2.02850
H  2.06895  -1.87110  1.87310
O  -0.46292  3.84194  0.88418
H  -0.29543  4.55846  0.26456
H  -1.20099  3.36295  0.44435
O  -1.29458  -2.06260  -2.66513
H  -1.01278  -2.48646  -1.83457
H  -0.44241  -1.76280  -3.00167
O  -2.67008  0.24295  -2.24374
H  -2.47379  0.63439  -3.10220
H  -2.46330  -0.70655  -2.35238

Frontier orbital gap, hartree: 0.3179
SMILES: C/C=C/C=C/CCN.O.O.O.O.O.O.O.O.O.O
HOMO level, eV: -8.3

Going by the energies, (2) is most stable and the next is 0.0606 hartree up.

(1)
This record from OMol25 describes a 2-piece molecular cluster, C2HNO3S overall. The level of theory is wB97M-V/def2-TZVPD.

Geometry (Å):
O  1.55328  3.29583  0.29034
C  1.38406  2.17148  0.33655
N  1.08985  1.02384  0.41133
S  0.70613  -0.30648  -0.55039
H  1.25586  -1.00110  0.40810
O  -2.03836  -1.70530  0.86439
C  -2.01151  -1.68602  -0.30450
O  -1.93932  -1.79226  -1.45581

Frontier orbital gap, hartree: 0.3582
SMILES: O=C=NS.O=C=O
HOMO level, eV: -9.4

(2)
This record from OMol25 describes a 2-piece molecular cluster, C2HNO3S overall. The level of theory is wB97M-V/def2-TZVPD.

Geometry (Å):
C  -1.68062  0.18108  0.15511
C  2.39907  0.74199  -0.35329
N  -2.36574  -0.75449  -0.15692
O  -1.19007  1.20669  0.09730
O  3.01307  1.70514  -0.68946
O  0.94230  -0.85433  0.93521
S  1.77239  -0.78094  -0.31701
H  -2.89040  -1.44515  0.32907

Frontier orbital gap, hartree: 0.2834
HOMO level, eV: -9.3

(3)
This record from OMol25 describes a 2-piece molecular cluster, C2HNO3S overall. The level of theory is wB97M-V/def2-TZVPD.

Geometry (Å):
O  -1.41386  2.37406  0.08580
C  -1.22287  1.22592  -0.02695
N  -0.53972  0.23321  -0.60685
S  -1.74116  -0.33953  0.62537
H  -0.68526  -0.00079  -1.58439
O  2.24919  -0.15549  0.88222
C  1.86170  -1.16168  0.50191
O  1.49199  -2.17570  0.12288

Frontier orbital gap, hartree: 0.3466
SMILES: O=C1NS1.O=C=O
HOMO level, eV: -9.7

Going by the energies, (1) is most stable and the next is 0.0227 hartree up.

(1)
This record from OMol25 describes one molecule with the formula C11H11NO2. The level of theory is wB97M-V/def2-TZVPD.

Geometry (Å):
C  2.98227  -0.49315  0.09339
C  2.54262  -1.65326  0.71013
C  2.11124  0.52546  -0.29405
C  1.17524  -1.86399  0.81187
C  0.78859  0.25287  -0.20134
C  0.26167  -0.94566  0.33349
C  -0.15100  1.25382  -0.67021
C  -1.48078  1.03259  -0.46823
C  -1.18094  -1.01834  0.39675
C  0.31404  2.39496  -1.64073
C  -1.86027  -1.64584  1.63323
N  -2.75616  1.52306  -0.62298
O  -2.86394  2.68379  -0.41925
O  -3.71261  0.89769  -1.09921
H  4.11095  -0.51682  -0.08366
H  3.09547  -2.45604  0.90135
H  2.57305  1.39225  -0.59481
H  0.75002  -2.70754  1.19940
H  -1.80689  -1.14255  -0.56326
H  -0.28360  3.26264  -1.27603
H  -0.06373  1.93095  -2.53161
H  1.39372  2.69526  -1.51689
H  -1.25218  -1.22701  2.44661
H  -1.79698  -2.73236  1.69088
H  -2.88979  -1.44278  1.76514

Frontier orbital gap (alpha / beta), hartree: 0.2955 / 0.2955
HOMO level (alpha / beta), eV: -8.7 / -8.7

(2)
This record from OMol25 describes one molecule with the formula C11H11NO2. The level of theory is wB97M-V/def2-TZVPD.

Geometry (Å):
O  1.12088  -1.13938  3.00663
C  1.06331  -0.48323  1.77568
C  -0.01591  0.10866  1.22872
C  -1.18510  0.03025  2.07530
C  -2.38653  0.51028  1.61097
C  -2.41392  1.09823  0.25193
C  -1.34000  1.28203  -0.55367
C  -0.00769  0.87116  -0.10600
C  0.75347  -0.07678  -1.12393
C  2.17066  -0.13379  -1.01406
N  2.88101  -0.25293  0.05995
O  2.37839  -0.45115  1.31361
C  0.24517  -0.32011  -2.51988
C  0.16798  -1.43453  -1.51310
H  2.05296  -1.35064  3.20768
H  -1.19574  -0.10935  3.15126
H  -3.34068  0.49249  2.10549
H  -3.35371  1.52630  -0.06569
H  -1.57169  1.94800  -1.40834
H  0.63305  1.77489  -0.25924
H  2.79789  0.06736  -1.88628
H  1.00880  -0.24427  -3.41238
H  -0.63511  0.04702  -2.95621
H  -0.79297  -1.68368  -1.26176
H  0.96546  -2.07683  -1.70670

Frontier orbital gap, hartree: 0.2981
SMILES: OC1=C2C=CC=C[C@@H]2C2(C=NO1)CC2
HOMO level, eV: -7.5

Going by the energies, (2) is most stable and the next is 0.0700 hartree up.

(1)
This record from OMol25 describes an isolated ion of composition C8H11N4 and charge +1. The level of theory is wB97M-V/def2-TZVPD.

Geometry (Å):
C  1.34715  -1.30968  0.28673
C  0.21855  -0.51378  -0.36024
C  -1.16668  -0.94632  -0.24815
N  -1.66156  -1.50159  0.76933
C  -1.37085  -1.38013  2.04246
C  -0.97380  -0.16007  2.54701
N  -0.68626  0.91068  1.74179
C  -0.18092  1.03682  0.50526
N  -0.10826  2.34230  0.00784
C  0.07185  2.41026  -1.28114
C  -0.15716  1.16069  -2.11013
N  0.54561  -0.08870  -1.65295
H  2.12999  -0.65384  0.65476
H  1.71033  -1.87591  -0.65145
H  0.92825  -1.95932  1.03471
H  -1.63584  -0.83015  -1.16537
H  -1.70993  -2.22381  2.59110
H  -0.94220  0.07228  3.62326
H  -1.10943  1.79994  2.06657
H  0.39052  3.36775  -1.62261
H  -1.17895  0.89278  -2.04729
H  0.38427  1.27997  -3.14925
H  1.56027  -0.05936  -1.67657

Frontier orbital gap, hartree: 0.2917
Charge: +1
SMILES: C[C@@]12C=NC=CNC1=[N+]=CCN2
HOMO level, eV: -12.8

(2)
This record from OMol25 describes an isolated ion of composition C8H11N4 and charge +1. The level of theory is wB97M-V/def2-TZVPD.

Geometry (Å):
C  0.74882  -1.71900  0.14007
C  -0.56130  -1.62836  -0.17206
C  0.29423  0.37668  -0.42994
C  3.57027  -1.05199  0.29963
C  2.65967  -0.12906  -0.00229
C  -1.70365  -2.55352  -0.02083
C  0.69268  2.55708  0.69527
C  0.44171  1.86733  -0.68062
N  4.67833  -0.33311  0.21186
N  5.49703  0.35175  -0.09300
N  1.32148  -0.44284  -0.11796
N  -0.85339  -0.29094  -0.45786
H  1.14522  -2.71464  0.33092
H  3.73135  -2.20266  0.25846
H  -1.91412  -2.97296  -0.97454
H  -1.42861  -3.34588  0.67756
H  -2.58405  -2.05194  0.55231
H  -0.08675  2.26861  1.30118
H  0.72275  3.60786  0.57862
H  1.64448  2.31553  1.15944
H  1.23576  2.21138  -1.30476
H  -0.45664  2.16155  -1.21751
H  -1.65512  0.30602  -0.59538

Frontier orbital gap, hartree: 0.3128
Charge: +1
HOMO level, eV: -12.5

Going by the energies, (1) is most stable and the next is 0.0210 hartree up.